# 1
The following is a quantum chemistry calculation of 10 unconnected molecules or ions with the total composition C76H90F3N15O11, from the OMol25 dataset.

Cartesian coordinates (Å):
C 7.3839 -6.7468 1.2822
N 6.3931 -7.0204 0.1797
C 5.3267 -6.2127 -0.0516
C 4.3762 -6.6014 -0.9385
C 4.4918 -7.7827 -1.6071
C 5.6046 -8.5985 -1.3974
C 6.6119 -8.1318 -0.4987
C 3.3381 -8.3089 -2.3463
C 3.4756 -9.1460 -3.4080
C 2.4115 -9.8379 -3.9734
N 1.1897 -9.4797 -3.5774
C 0.9809 -8.4909 -2.6680
C 2.0581 -7.8768 -2.0984
C -0.0257 -10.2128 -3.9925
H 7.8820 -7.6544 1.5910
H 6.8582 -6.2284 2.0808
H 8.0940 -5.9307 0.9808
H 5.2756 -5.3830 0.6537
H 3.6223 -5.8493 -1.0127
H 5.6867 -9.6082 -1.8321
H 7.4805 -8.7261 -0.2132
H 4.3842 -9.4618 -3.8729
H 2.4801 -10.5139 -4.8537
H -0.0564 -8.3224 -2.3191
H 1.8457 -7.0581 -1.3924
H 0.0111 -11.2165 -3.4965
H -0.1641 -10.3254 -5.0791
H -0.8601 -9.7147 -3.5031
C 1.4461 7.3772 4.0861
N 2.4838 8.4448 4.0567
C 2.1118 9.6793 3.6762
C 2.9954 10.7156 3.7226
C 4.2843 10.5226 4.2189
C 4.6627 9.2111 4.5766
C 3.7237 8.1893 4.5057
C 5.1743 11.7589 4.3583
C 5.7295 12.0837 5.5568
C 6.7164 13.0748 5.6245
N 6.9404 13.8398 4.5045
C 6.3523 13.5493 3.3301
C 5.4909 12.5104 3.1976
C 7.8642 14.9393 4.4501
H 1.9243 6.4989 4.4959
H 1.1598 7.1099 3.1237
H 0.5998 7.6750 4.6700
H 1.0866 9.7166 3.3153
H 2.7422 11.7670 3.4729
H 5.6320 8.8967 4.9781
H 3.9932 7.1784 4.8096
H 5.6115 11.5783 6.5093
H 7.2675 13.4168 6.5052
H 6.5369 14.2327 2.5554
H 5.0363 12.1873 2.2816
H 8.5628 14.8443 5.2559
H 7.3124 15.8939 4.5388
H 8.4662 15.0761 3.5527
C 2.2401 -4.0801 5.4066
N 2.8732 -4.6390 6.6526
C 2.1775 -4.7332 7.7855
C 2.7862 -5.1247 8.9302
C 4.0951 -5.4907 8.9167
C 4.8017 -5.4669 7.7285
C 4.1930 -4.9621 6.6075
C 4.6974 -5.7880 10.2288
C 5.7569 -6.6727 10.3760
C 6.2913 -7.0619 11.5494
N 5.8098 -6.5625 12.7036
C 4.9223 -5.4937 12.6203
C 4.3123 -5.1039 11.4636
C 6.3132 -7.1411 14.0943
H 1.1604 -3.8319 5.5162
H 2.3629 -4.8416 4.6816
H 2.7401 -3.2252 5.1302
H 1.0765 -4.3728 7.7425
H 2.0856 -5.1502 9.7456
H 5.8290 -5.7672 7.6707
H 4.6732 -4.8263 5.6435
H 6.1910 -7.1680 9.5232
H 7.0660 -7.8224 11.5739
H 4.5707 -5.0074 13.5279
H 3.5762 -4.3073 11.5671
H 6.7558 -6.3110 14.6029
H 7.0809 -7.8822 13.7013
H 5.4562 -7.5951 14.5030
C 0.9831 -2.4865 -8.2141
N 2.0142 -1.6623 -8.9947
C 3.1060 -1.1425 -8.3261
C 3.9134 -0.2728 -9.0048
C 3.6658 0.0481 -10.3879
C 2.5939 -0.6266 -11.0606
C 1.7884 -1.4672 -10.2657
C 4.3836 1.0857 -11.1784
C 4.5317 0.9872 -12.5708
C 5.0512 1.9470 -13.3389
N 5.5467 3.0726 -12.7930
C 5.4479 3.2157 -11.4474
C 4.8635 2.2689 -10.6374
C 5.9624 4.2334 -13.6691
H 0.0492 -2.0800 -8.5729
H 1.2570 -2.3151 -7.1774
H 1.1145 -3.4982 -8.6030
H 3.1358 -1.4357 -7.2338
H 4.7724 0.2172 -8.4666
H 2.3701 -0.5008 -12.0938
H 0.9595 -1.9481 -10.7361
H 4.2692 0.0751 -13.0498
H 5.1552 1.8366 -14.3806
H 5.8512 4.1409 -11.0529
H 4.8121 2.4963 -9.6150
H 5.3897 5.1085 -13.4239
H 5.7306 4.0259 -14.7379
H 6.9886 4.4733 -13.5680
C -10.5316 -2.2728 -10.0611
N -10.1827 -2.1048 -8.6303
C -10.5383 -3.0506 -7.7184
C -10.4953 -2.8248 -6.3598
C -9.9245 -1.6268 -5.9151
C -9.4605 -0.6799 -6.8440
C -9.6630 -0.9280 -8.2213
C -9.9605 -1.2166 -4.4789
C -9.0986 -1.5271 -3.4955
C -9.3872 -0.9658 -2.2253
N -10.3951 -0.1449 -2.0247
C -11.2068 0.1866 -3.0383
C -11.0610 -0.3246 -4.2719
C -10.6283 0.5422 -0.7748
H -11.6303 -2.2108 -10.0992
H -10.1442 -3.2041 -10.4085
H -10.1119 -1.4733 -10.7247
H -11.0171 -3.8871 -8.1163
H -10.6630 -3.6242 -5.6575
H -8.9964 0.2366 -6.4990
H -9.2905 -0.3028 -9.0357
H -8.3808 -2.2874 -3.7255
H -8.8546 -1.2577 -1.3344
H -11.9899 0.8717 -2.6748
H -11.7375 -0.1173 -5.0838
H -11.5981 0.9054 -0.6559
H -9.8847 1.3632 -0.7223
H -10.3904 -0.1463 0.0112
C -7.1381 6.3396 9.2250
N -6.7804 5.7082 7.9105
C -7.7472 5.2256 7.1322
C -7.4750 4.6662 5.8783
C -6.1688 4.5899 5.4221
C -5.2017 4.9701 6.2803
C -5.5134 5.5692 7.4855
C -5.7610 3.9878 4.0970
C -5.2653 2.6997 3.9937
C -4.8784 2.2612 2.7364
N -5.0089 3.0173 1.6366
C -5.5483 4.2479 1.7354
C -6.0144 4.7088 2.9143
C -4.6782 2.4988 0.3045
H -8.2539 6.3422 9.2936
H -6.8285 7.3646 9.3593
H -6.7366 5.6694 9.9476
H -8.7591 5.2900 7.5384
H -8.3451 4.2854 5.3619
H -4.2112 4.8326 5.9720
H -4.7289 5.9768 8.0618
H -5.2418 1.9598 4.7798
H -4.4424 1.2578 2.6355
H -5.5175 4.7724 0.7842
H -6.4941 5.7177 2.9126
H -4.2238 3.3567 -0.2473
H -5.4932 2.0939 -0.2708
H -3.9166 1.7320 0.3687
C 1.6331 -2.8118 -4.8331
O 0.6047 -1.9648 -4.2439
O 2.4289 -2.0514 -5.5546
C 2.2531 -3.6012 -3.7001
F 3.3931 -4.2674 -4.0026
F 2.3935 -3.0281 -2.5180
F 1.3597 -4.6544 -3.4683
C -0.6525 -2.4550 -3.8012
C -1.3259 -1.4344 -2.9851
H -2.0507 -0.7824 -3.4655
H -1.9353 -1.9292 -2.2779
H -0.5606 -0.9160 -2.3747
H -0.4808 -3.3515 -3.1723
H -1.3196 -2.7710 -4.6740
H 1.0919 -3.5794 -5.3704
N -1.0578 5.7142 4.9096
O -2.1097 5.0123 4.8774
O -1.0538 6.7847 5.4770
O -0.0512 5.1676 4.4072
N 3.7650 -4.6957 2.7972
O 2.8270 -5.5407 2.9701
O 3.7190 -4.0390 1.7582
O 4.7152 -4.6054 3.6151
N -7.4472 0.4406 0.7675
O -7.7825 1.4645 1.3429
O -6.4937 -0.1923 1.2255
O -7.9332 0.1218 -0.3266

The LUMO energy is -11.85 eV. The energy comes out at -133203.8328 eV. Its charge is +8. The value obtained for the HOMO energy is -16.95 eV. The spin multiplicity is 1. The value obtained for the HOMO-LUMO gap is 0.188 hartree.



# 2
The following is a quantum chemistry calculation of 13 unconnected molecules or ions with the total composition C76H92Br2F12N14O12S4, from the OMol25 dataset.

Cartesian coordinates (Å):
C -1.3674 -7.4053 4.5348
N -1.5311 -6.8082 3.1495
C -0.6407 -7.0952 2.1520
C -0.7597 -6.5264 0.9382
C -1.7353 -5.5468 0.6856
C -2.7348 -5.3841 1.6349
C -2.5595 -6.0100 2.8940
C -1.7717 -4.9050 -0.6481
C -1.1773 -5.4684 -1.7249
C -1.1286 -4.7499 -2.9027
N -1.6958 -3.5349 -3.0541
C -2.2479 -2.9264 -1.9721
C -2.3150 -3.6090 -0.7957
C -1.8189 -3.0096 -4.4247
H -1.0597 -8.4423 4.4426
H -2.4383 -7.3650 4.8684
H -0.6377 -6.8597 5.1102
H 0.0852 -7.8562 2.3850
H -0.0886 -6.9066 0.1474
H -3.6917 -4.8367 1.4905
H -3.2317 -5.9410 3.7027
H -0.7439 -6.4514 -1.6347
H -0.6417 -5.1874 -3.7723
H -2.8143 -1.9839 -2.0461
H -2.7176 -3.0735 0.0517
H -2.8627 -3.1721 -4.7449
H -1.0950 -3.6563 -4.9898
H -1.5260 -1.9508 -4.4449
C -2.7588 4.2394 -6.7198
N -3.2922 4.8606 -7.9352
C -2.4769 5.3534 -8.8723
C -2.9422 5.8501 -10.0303
C -4.3333 5.8195 -10.2791
C -5.2100 5.4551 -9.2022
C -4.6048 5.0321 -8.0337
C -4.8471 6.1845 -11.6548
C -6.2175 6.2105 -11.8567
C -6.7679 6.4685 -13.1097
N -6.0084 6.6959 -14.1698
C -4.6758 6.6888 -14.0322
C -4.0922 6.4432 -12.8131
C -6.5881 7.0388 -15.5018
H -1.9289 3.5793 -7.0113
H -3.4914 3.5520 -6.2343
H -2.3868 4.9572 -5.9781
H -1.4231 5.2090 -8.6810
H -2.1586 6.0485 -10.7415
H -6.2552 5.4834 -9.2455
H -5.2118 4.7273 -7.1688
H -6.9387 5.9807 -11.1190
H -7.8519 6.4855 -13.2984
H -4.0089 6.7720 -14.9769
H -3.0030 6.3783 -12.7992
H -6.7784 8.0928 -15.6776
H -7.5369 6.5175 -15.5569
H -5.9687 6.6547 -16.3053
C 7.1668 1.9662 4.0134
N 7.4787 3.2909 4.6259
C 7.5765 4.3491 3.8953
C 7.9754 5.5739 4.4617
C 8.2891 5.6449 5.7966
C 8.3356 4.4249 6.5282
C 7.8923 3.3002 5.8959
C 8.8101 6.8776 6.4306
C 10.0800 6.8291 7.0837
C 10.5379 7.9817 7.6634
N 9.7507 9.1035 7.8173
C 8.5941 9.1373 7.2081
C 8.1222 8.0413 6.5223
C 10.3649 10.3903 8.4262
H 7.0798 1.2219 4.8081
H 7.9568 1.7434 3.2949
H 6.1944 2.0708 3.6257
H 7.3474 4.3368 2.8246
H 8.0703 6.4253 3.7509
H 8.7117 4.4740 7.5363
H 7.7644 2.3916 6.3971
H 10.6582 5.9276 6.9877
H 11.4527 8.0969 8.3026
H 7.9465 9.9978 7.1850
H 7.1564 8.1813 6.1048
H 9.6507 11.1855 8.2528
H 11.3414 10.5450 8.0156
H 10.4272 10.2957 9.5324
C 1.1064 -2.0870 -7.6163
N 2.1213 -0.9728 -7.4056
C 3.3282 -1.1481 -6.8291
C 4.2944 -0.1514 -6.8076
C 4.0033 1.0471 -7.4522
C 2.6994 1.2417 -7.8823
C 1.7761 0.2243 -7.8553
C 4.9987 2.0955 -7.6663
C 6.3476 1.8024 -7.7915
C 7.1592 2.9242 -8.0525
N 6.6775 4.2059 -8.1336
C 5.3627 4.4206 -8.0785
C 4.5089 3.4023 -7.7676
C 7.5658 5.3296 -8.1723
H 1.4163 -2.9264 -7.0602
H 1.1271 -2.3429 -8.6658
H 0.1045 -1.7587 -7.3129
H 3.5848 -2.1255 -6.3993
H 5.1576 -0.2782 -6.2052
H 2.3508 2.2236 -8.2386
H 0.8427 0.3465 -8.3768
H 6.7223 0.8521 -7.8077
H 8.1860 2.7987 -8.2808
H 5.0960 5.4635 -8.2863
H 3.4469 3.6964 -7.8378
H 8.0751 5.5117 -7.2472
H 6.9582 6.2130 -8.2852
H 8.3239 5.2632 -8.9055
C -1.1530 3.1663 -2.9370
N -1.0232 2.3452 -1.6522
C -0.0758 2.7079 -0.7543
C 0.1763 1.8767 0.3675
C -0.5493 0.6948 0.4825
C -1.5499 0.3889 -0.4557
C -1.7610 1.2189 -1.5101
C -0.2877 -0.2258 1.5779
C 0.1608 -1.4600 1.0967
C 0.5483 -2.4396 2.0087
N 0.6131 -2.0971 3.3076
C 0.2317 -0.9107 3.7973
C -0.2596 0.1180 2.9116
C 1.1479 -3.0116 4.2818
H -2.0421 2.7092 -3.4463
H -0.1930 3.0132 -3.4533
H -1.3097 4.1653 -2.7719
H 0.4879 3.6376 -0.9139
H 1.0773 2.0522 0.9624
H -2.1710 -0.4887 -0.3570
H -2.4705 1.0236 -2.3019
H 0.2923 -1.7446 0.0566
H 0.9362 -3.4737 1.8577
H 0.3966 -0.7632 4.8393
H -0.6467 1.0417 3.3384
H 0.3504 -3.6516 4.7308
H 1.5725 -2.4908 5.1476
H 1.8202 -3.6595 3.7726
C -0.9460 -10.2737 8.5820
C 0.5027 -10.1074 9.0844
N 1.2312 -9.1856 8.1633
C 1.0149 -7.8161 7.9225
C 1.7566 -7.4060 6.9040
N 2.5054 -8.4998 6.5648
C 2.2229 -9.5435 7.3479
C 3.5080 -8.6561 5.4719
H -1.3839 -9.3339 8.3107
H -1.4958 -10.6485 9.4378
H -0.9943 -11.0878 7.8513
H 1.0153 -11.0512 9.1194
H 0.5464 -9.6697 10.0270
H 0.3076 -7.2378 8.4732
H 1.9174 -6.4714 6.4427
H 2.6174 -10.5962 7.2426
H 3.4713 -7.7158 4.9142
H 3.1273 -9.3848 4.8378
H 4.4844 -8.9440 5.8704
C -7.9718 1.5825 9.6470
C -8.4771 1.3079 8.2475
N -8.4371 -0.1455 8.0595
C -9.5184 -0.9511 8.3148
C -9.0893 -2.2120 8.1880
N -7.7489 -2.1455 7.8920
C -7.3583 -0.9022 7.7644
C -6.7904 -3.2095 7.8531
H -8.4508 0.9532 10.4244
H -8.1930 2.6176 9.8737
H -6.8855 1.4163 9.7186
H -7.9203 1.8651 7.5201
H -9.5581 1.7027 8.1253
H -10.5021 -0.5613 8.4327
H -9.4887 -3.2169 8.3054
H -6.3479 -0.4999 7.5366
H -7.2779 -4.0057 7.3853
H -6.4222 -3.3934 8.8364
H -6.0115 -2.8379 7.2716
Br 0.9851 4.6491 -7.9190
Br 2.2607 -6.1865 3.0763
C -5.0928 1.3962 -4.2534
F -4.4650 2.5856 -4.2562
F -5.6913 1.1668 -3.0359
F -6.0762 1.5240 -5.1034
S -4.0128 0.0383 -4.9248
O -4.8837 -0.8601 -5.6412
O -3.0206 0.7617 -5.7173
O -3.4175 -0.5007 -3.6977
C 2.7016 -1.6716 -2.6644
F 1.8889 -2.5070 -1.8763
F 3.5953 -0.9853 -1.9171
F 3.3974 -2.5060 -3.4398
S 1.7543 -0.6008 -3.8135
O 0.7433 0.0371 -2.9544
O 2.7151 0.2879 -4.4153
O 1.2019 -1.6334 -4.7328
C -4.3716 -2.1979 4.5917
F -5.4624 -1.4144 4.5832
F -3.8006 -2.1227 5.8137
F -4.7959 -3.4542 4.3785
S -3.2036 -1.5916 3.2754
O -3.9789 -1.6893 2.0338
O -2.9575 -0.2258 3.6534
O -2.0586 -2.5292 3.2974
C -1.8787 -3.9894 8.3304
F -3.0596 -4.5772 8.1070
F -2.1339 -2.7061 8.5909
F -1.4074 -4.5397 9.4598
S -0.7179 -4.1537 6.8777
O -0.3484 -2.7591 6.6293
O 0.3896 -4.9857 7.3318
O -1.4460 -4.7284 5.7892

The LUMO energy is -11.05 eV. The energy comes out at -341717.3000 eV. Its charge is +6. The value obtained for the HOMO energy is -14.84 eV. The spin multiplicity is 1. The value obtained for the HOMO-LUMO gap is 0.139 hartree.



> Which of these has the lowest energy?

C76H92Br2F12N14O12S4



> Which of these has the highest energy?

C76H90F3N15O11



> Among the records above, which one has the highest charge?

C76H90F3N15O11